{"formula": "C24H63Br9N9O6P3", "method": "wB97M-V/def2-TZVPD", "species": ["C", "Br", "Br", "Br", "H", "C", "Br", "Br", "Br", "H", "C", "Br", "Br", "Br", "H", "O", "P", "N", "C", "C", "N", "C", "C", "N", "C", "C", "H", "H", "H", "H", "H", "H", "H", "H", "H", "H", "H", "H", "H", "H", "H", "H", "H", "H", "O", "P", "N", "C", "C", "N", "C", "C", "N", "C", "C", "H", "H", "H", "H", "H", "H", "H", "H", "H", "H", "H", "H", "H", "H", "H", "H", "H", "H", "O", "P", "N", "C", "C", "N", "C", "C", "N", "C", "C", "H", "H", "H", "H", "H", "H", "H", "H", "H", "H", "H", "H", "H", "H", "H", "H", "H", "H", "C", "O", "C", "O", "O", "C", "H", "H", "H", "H", "H", "H"], "positions_angstrom": [[-0.659, 18.434, 9.275], [0.504, 19.297, 7.904], [-2.222, 17.598, 8.407], [-1.134, 19.727, 10.655], [-0.092, 17.604, 9.697], [2.014, 17.600, 11.913], [2.085, 19.111, 13.139], [2.024, 18.269, 10.050], [0.650, 16.260, 12.255], [2.984, 17.108, 11.995], [3.496, 18.605, 7.970], [2.555, 16.834, 8.084], [2.704, 19.780, 6.641], [5.368, 18.381, 7.456], [3.410, 19.104, 8.935], [0.357, 22.343, 8.923], [0.431, 23.020, 7.545], [-1.058, 23.478, 6.812], [-1.239, 24.089, 5.495], [-2.223, 23.562, 7.681], [1.190, 22.022, 6.370], [0.561, 20.827, 5.842], [2.636, 21.751, 6.571], [1.237, 24.530, 7.530], [0.884, 25.583, 8.487], [1.751, 25.043, 6.270], [-2.093, 23.694, 4.945], [-0.309, 24.025, 4.929], [-1.631, 25.091, 5.669], [-2.496, 24.580, 7.962], [-2.066, 22.910, 8.539], [-3.148, 23.298, 7.168], [0.239, 20.157, 6.638], [-0.429, 20.890, 5.390], [1.270, 20.329, 5.180], [2.735, 21.050, 7.400], [3.138, 21.434, 5.657], [3.134, 22.671, 6.878], [1.792, 26.136, 8.729], [0.000, 26.153, 8.202], [0.636, 25.051, 9.406], [1.005, 25.700, 5.823], [1.862, 24.262, 5.519], [2.748, 25.482, 6.310], [7.392, 21.231, 4.560], [7.022, 21.661, 5.913], [7.746, 20.685, 7.182], [7.969, 19.272, 7.080], [7.831, 21.147, 8.579], [5.338, 21.531, 6.218], [4.530, 20.618, 5.376], [4.696, 22.110, 7.379], [7.470, 23.226, 6.376], [6.666, 24.373, 5.898], [8.873, 23.650, 6.690], [8.879, 18.996, 7.612], [8.197, 19.055, 6.036], [7.165, 18.562, 7.271], [7.823, 22.223, 8.747], [8.836, 20.970, 8.964], [7.117, 20.545, 9.141], [4.603, 20.910, 4.329], [4.859, 19.579, 5.362], [3.471, 20.786, 5.572], [4.134, 21.417, 8.005], [5.377, 22.534, 8.116], [3.969, 22.873, 7.104], [5.622, 24.390, 6.213], [7.016, 25.323, 6.300], [6.836, 24.328, 4.823], [9.361, 24.011, 5.784], [9.413, 22.766, 7.029], [8.815, 24.432, 7.447], [6.650, 23.274, 10.944], [6.987, 23.045, 12.397], [6.139, 21.670, 13.096], [6.295, 21.180, 14.465], [5.066, 21.071, 12.323], [6.674, 24.410, 13.448], [7.622, 25.538, 13.478], [5.299, 24.831, 13.884], [8.642, 22.567, 12.658], [9.208, 21.773, 11.598], [9.345, 22.766, 13.955], [6.300, 21.977, 15.209], [7.251, 20.658, 14.433], [5.576, 20.429, 14.793], [4.995, 21.491, 11.319], [4.173, 21.260, 12.918], [5.327, 20.013, 12.363], [7.867, 25.897, 12.478], [7.192, 26.418, 13.957], [8.575, 25.362, 13.977], [4.767, 23.926, 14.179], [5.410, 25.566, 14.681], [4.723, 25.220, 13.044], [9.699, 22.526, 10.981], [9.886, 21.002, 11.965], [8.379, 21.229, 11.147], [10.296, 23.218, 13.675], [9.498, 21.748, 14.312], [8.761, 23.359, 14.659], [5.734, 20.986, 9.689], [4.620, 20.587, 10.476], [3.418, 20.859, 9.961], [3.234, 21.138, 8.796], [2.493, 20.607, 10.843], [1.075, 20.651, 10.522], [6.707, 20.874, 10.169], [5.714, 22.018, 9.341], [5.729, 20.363, 8.795], [0.677, 19.715, 10.129], [0.857, 21.444, 9.806], [0.431, 20.965, 11.343]], "atomic_forces_ev_per_a": [[-1.351, -0.313, -0.839], [-3.417, -4.361, 5.877], [0.468, 0.446, 0.362], [-5.780, -2.400, -0.289], [-0.610, 0.209, 0.026], [0.638, 0.781, -0.290], [-0.403, -0.972, 0.885], [0.140, -3.693, 7.584], [0.263, 0.639, -0.142], [-0.390, 0.013, 0.139], [0.403, -2.370, -2.987], [2.070, -2.893, -4.336], [0.084, -18.378, 3.135], [-2.767, -0.880, 1.197], [0.833, -0.457, -1.273], [-1.673, 4.343, -4.446], [-0.378, 0.057, -0.611], [0.012, -1.589, 0.943], [-0.101, 0.072, 0.939], [-0.298, -0.133, -0.279], [-0.535, 1.208, 0.240], [-2.091, 1.208, -1.655], [-7.230, 9.477, 0.183], [1.070, -1.163, -0.204], [0.186, -1.893, 0.625], [-0.412, -0.588, -0.791], [0.207, -0.962, -0.092], [-0.367, 0.259, -0.120], [0.754, 0.713, -0.169], [0.623, 0.435, 0.497], [-0.233, 0.252, 0.072], [0.075, -0.789, -0.311], [-0.084, 2.130, -3.677], [-0.007, 1.059, -0.689], [-1.010, 0.405, -0.692], [-0.536, 6.803, 0.904], [-3.979, 8.111, 0.301], [-4.666, -0.244, -2.052], [-0.291, 0.511, -0.297], [0.245, 0.408, -0.257], [-0.177, 0.148, 0.223], [0.267, 0.634, 0.012], [-0.049, -0.349, 0.247], [-0.117, 0.424, 0.515], [-0.096, -0.430, -0.063], [-0.225, -0.289, 2.281], [-0.408, 1.756, -0.446], [1.751, 0.180, -2.126], [2.315, -0.451, -1.614], [0.694, 0.414, -1.384], [4.868, 0.685, -3.556], [4.799, 1.471, -0.451], [-0.238, 0.127, 1.086], [0.504, -0.620, -0.347], [-1.278, -1.199, -0.549], [-0.113, -0.107, 0.375], [0.121, 0.018, -0.260], [1.535, 0.474, 0.549], [-1.049, 0.003, -0.335], [0.448, -0.671, -0.129], [3.326, 0.319, -2.014], [0.581, 0.347, -0.451], [-0.055, 0.192, 0.259], [7.241, -5.366, -3.904], [2.658, 0.905, -2.438], [0.437, 0.461, -1.449], [5.018, 1.787, 1.451], [-0.102, -0.719, -0.335], [0.607, -0.182, 0.000], [-0.777, 0.814, -0.262], [0.090, 0.189, -0.012], [0.126, 0.216, 0.187], [0.222, -0.116, 0.045], [0.551, -0.284, 1.860], [-0.166, -1.171, 1.852], [0.403, 2.780, -0.641], [1.340, 0.289, -0.625], [2.096, 2.449, 5.407], [0.680, -0.434, 0.132], [0.080, 0.239, -0.813], [0.892, -1.469, -1.095], [-2.888, 2.166, 1.404], [-0.180, 0.553, 0.606], [-0.251, -0.986, -1.974], [0.138, 0.074, 0.057], [0.291, -0.038, 0.821], [-0.440, 0.198, -0.572], [1.297, 2.475, 4.805], [-0.667, -0.384, -0.445], [-0.506, -0.206, -0.541], [0.069, -0.094, -0.275], [-0.268, -0.259, 0.198], [-0.091, -0.420, 0.108], [-0.053, 0.114, 0.456], [-0.213, -0.277, -0.023], [0.044, 0.445, -0.024], [0.269, -0.871, -0.935], [0.249, 0.191, 0.164], [0.328, 0.181, -0.534], [0.209, 0.197, 0.675], [0.333, 0.157, 0.671], [0.117, -0.123, -0.211], [-0.976, -0.496, -0.252], [-4.505, -3.881, -7.885], [-0.682, -1.260, 1.240], [-4.015, -0.748, 5.985], [0.814, 1.988, 0.667], [1.139, 2.211, 0.346], [-2.322, -0.056, 2.582], [-0.051, -0.664, 1.358], [-0.563, -0.020, 0.356], [2.191, 2.014, 1.034], [1.012, -1.087, 0.600], [1.914, -0.014, 0.950]], "lowdin_charge": [-1.350, 0.852, 0.566, 0.840, -0.102, -1.325, 0.731, 0.714, 0.631, -0.015, -1.247, 0.536, 1.105, 0.950, -0.107, -0.304, 0.750, -0.300, -0.105, -0.122, -0.207, -0.297, -0.453, -0.305, -0.094, -0.138, 0.079, 0.071, 0.079, 0.074, 0.072, 0.077, -0.233, 0.107, 0.058, -0.118, 0.004, 0.046, 0.087, 0.081, 0.074, 0.074, 0.067, 0.082, -0.284, 0.612, -0.256, -0.213, -0.166, -0.172, -0.269, -0.153, -0.306, -0.097, -0.083, 0.096, 0.088, -0.148, 0.090, 0.086, 0.004, 0.112, 0.029, -0.141, -0.056, 0.092, 0.044, 0.062, 0.078, 0.086, 0.080, 0.070, 0.082, -0.298, 0.703, -0.288, -0.105, -0.154, -0.300, -0.134, -0.086, -0.325, -0.116, -0.100, 0.072, 0.068, 0.081, 0.016, 0.078, 0.114, 0.077, 0.073, 0.059, 0.065, 0.077, 0.076, 0.093, 0.091, 0.051, 0.079, 0.070, 0.063, -0.132, -0.083, -0.549, -0.025, -0.169, -0.452, 0.080, 0.079, 0.045, -0.215, -0.048, 0.013], "gap_ev": 6.7, "total_energy_ev": -709816.2114, "lumo_ha": -0.0003, "homo_energy_ev": -6.661}

---

{"formula": "C9H32N4O7", "method": "wB97M-V/def2-TZVPD", "species": ["C", "C", "O", "H", "H", "H", "H", "H", "H", "C", "C", "O", "H", "H", "H", "H", "H", "H", "C", "O", "N", "N", "H", "H", "H", "H", "C", "O", "N", "N", "H", "H", "H", "H", "C", "O", "H", "H", "H", "H", "C", "O", "H", "H", "H", "H", "C", "O", "H", "H", "H", "H"], "positions_angstrom": [[-3.077, -26.767, 14.288], [-1.665, -26.727, 14.786], [-1.634, -26.698, 16.222], [-3.658, -26.004, 14.817], [-3.525, -27.787, 14.545], [-3.232, -26.521, 13.249], [-1.086, -25.931, 14.320], [-1.276, -27.671, 14.456], [-0.702, -26.514, 16.332], [-4.496, -24.681, 21.644], [-5.039, -23.394, 22.273], [-5.330, -22.468, 21.205], [-4.185, -25.358, 22.383], [-3.585, -24.591, 21.023], [-5.315, -25.104, 21.043], [-4.297, -22.872, 22.884], [-5.892, -23.621, 22.978], [-6.195, -22.047, 21.322], [-4.498, -27.031, 18.509], [-5.808, -26.865, 19.000], [-3.488, -26.836, 19.262], [-4.157, -27.138, 17.246], [-3.748, -26.525, 20.182], [-2.488, -26.979, 19.073], [-4.917, -27.356, 16.567], [-3.149, -27.253, 16.871], [-4.407, -23.711, 17.620], [-4.777, -22.434, 17.460], [-3.469, -24.044, 18.450], [-4.644, -24.655, 16.795], [-3.158, -23.400, 19.212], [-3.254, -25.047, 18.459], [-5.084, -24.527, 15.857], [-4.432, -25.625, 16.974], [-0.081, -25.672, 20.144], [-0.792, -25.943, 18.982], [-0.318, -26.310, 21.018], [-0.398, -24.765, 20.620], [0.968, -25.558, 19.982], [-0.895, -25.155, 18.418], [-7.488, -23.822, 19.095], [-7.477, -24.347, 17.771], [-8.490, -23.707, 19.555], [-6.989, -22.840, 19.019], [-6.825, -24.495, 19.677], [-6.565, -24.579, 17.592], [-7.228, -27.007, 15.671], [-6.019, -27.526, 15.139], [-8.123, -27.447, 15.219], [-7.128, -25.950, 15.658], [-7.390, -27.238, 16.705], [-6.009, -27.351, 14.200]], "atomic_forces_ev_per_a": [[-1.530, -0.504, 1.295], [-0.643, -0.614, -0.973], [0.601, 0.533, -1.106], [-0.010, -0.172, 0.025], [0.426, 1.410, -0.550], [0.424, -0.303, -0.467], [0.017, 0.273, 0.335], [0.935, -0.482, -0.110], [0.304, -0.128, 1.140], [-0.538, 0.850, -0.816], [0.259, 0.451, -0.008], [-0.568, -0.303, 0.463], [0.024, -1.138, 1.363], [-0.611, 0.678, 0.118], [0.487, -0.160, 0.060], [0.175, -0.345, 0.178], [0.534, 0.217, -1.070], [0.388, -0.280, 0.010], [-7.798, 0.551, 1.500], [6.484, -0.978, -2.809], [3.053, 0.132, 4.203], [0.083, -2.690, -3.858], [0.239, -0.188, 0.307], [-0.816, 0.128, -0.221], [0.878, -0.107, 0.535], [-2.120, 0.227, 1.377], [-0.630, 9.692, -1.365], [0.827, -5.083, 0.802], [2.992, -0.426, 3.898], [-3.183, -2.320, -5.405], [-0.856, -1.038, -1.173], [0.264, 1.146, 0.732], [0.338, 0.592, 1.684], [0.273, 0.343, 0.027], [-0.303, 0.781, 1.830], [-0.524, -0.424, -1.029], [0.265, -0.791, -1.132], [-0.268, 1.218, -0.187], [0.856, -0.393, -0.085], [0.108, -0.301, 0.579], [1.386, 0.191, -0.164], [-1.375, -0.101, -0.050], [0.436, -0.410, -0.644], [-0.290, -0.138, 0.503], [-0.687, 0.469, 0.275], [0.055, -0.117, -0.006], [-0.711, -0.337, 0.065], [0.120, -0.807, 0.306], [0.182, 0.503, -0.583], [-0.793, 1.101, -0.340], [0.806, -0.449, 0.784], [0.033, 0.043, -0.242]], "lowdin_charge": [-0.093, -0.283, -0.100, 0.054, 0.105, 0.082, 0.124, 0.107, 0.088, -0.097, -0.285, -0.098, 0.053, 0.052, 0.062, 0.098, 0.128, 0.087, -0.593, -0.106, 0.160, 0.122, 0.093, 0.112, 0.091, 0.125, -0.684, -0.082, 0.176, 0.156, 0.143, 0.065, 0.156, 0.006, -0.159, -0.143, 0.100, 0.070, 0.074, 0.094, -0.153, -0.148, 0.085, 0.066, 0.055, 0.000, -0.120, -0.153, 0.092, 0.059, 0.074, 0.085], "smiles": "NC(N)=O.NC(N)=O.CCO.CCO.CO.CO.CO", "gap_ev": 8.6, "e_above_lowest_kj_mol": 360.4, "total_energy_ev": -30141.4090, "lumo_ha": 0.0029, "homo_energy_ev": -8.492}

---

{"formula": "C5H7N3", "method": "wB97M-V/def2-TZVPD", "species": ["C", "C", "C", "C", "C", "H", "H", "H", "H", "H", "H", "H", "N", "N", "N"], "positions_angstrom": [[-1.269, -0.047, 0.729], [-1.300, 1.402, 0.234], [1.341, 0.439, -1.253], [0.653, -1.364, -0.279], [0.176, -0.365, 0.631], [-1.420, -0.149, 1.870], [-1.800, -0.811, 0.208], [-2.226, 2.063, 0.151], [1.762, 1.229, -1.979], [1.386, -1.929, 0.372], [-0.040, -2.012, -0.954], [0.540, -0.427, 1.708], [-0.099, 1.848, -0.011], [0.878, 0.885, 0.009], [1.417, -0.762, -1.436]], "atomic_forces_ev_per_a": [[-0.102, 0.660, 2.082], [1.092, 0.437, 0.346], [1.397, 5.129, -0.693], [2.006, -4.458, -2.405], [1.583, 2.756, 1.710], [-0.878, 0.468, -1.930], [-1.094, -0.105, -0.418], [1.637, -0.884, 0.233], [-0.801, -1.227, 1.294], [-0.774, -0.435, -1.476], [0.557, 0.589, 2.284], [0.169, -0.318, -1.659], [-2.746, 1.386, -1.300], [-1.599, -1.155, 1.549], [-0.448, -2.844, 0.383]], "lowdin_charge": [-0.132, -0.090, -0.249, -0.186, -0.323, 0.140, 0.096, 0.125, 0.150, 0.131, 0.148, 0.155, 0.037, -0.071, 0.068], "smiles": "C1=NC[C@@H]2CC=NN12", "gap_ev": 9.8, "e_above_lowest_kj_mol": 355.6, "total_energy_ev": -9765.7019, "lumo_ha": 0.0310, "homo_energy_ev": -8.987}